The following is a DFT calculation (the ωB97M-V functional and the def2-TZVPD basis) of C15H33As3BF4IrS2 as an isolated structure.

Calculated total energy, Ha: -8623.97079
LUMO energy (spin up / spin down), eV: -0.5 / -0.5
Energy relative to the best compared isomer or geometry (same formula, charge and spin), kcal/mol: 0.0
Orbital gap (spin up / spin down), eV: 6.990 / 6.991
Largest force on an atom, eV/A: 0.11
HOMO (spin up / spin down), Ha: -0.2739 / -0.2739

Geometry as ORCA input:
```
! wB97M-V def2-TZVPD RIJCOSX def2/J DEFGRID3
* xyz 0 1
H 0.97615 -3.91829 -0.35258
F 1.67771 1.71182 3.92782
As -1.08771 -0.71699 2.06812
C -0.39737 0.98660 -2.57480
C 1.13803 -1.90711 0.42922
H -0.62652 2.04463 -2.68684
C 1.98479 1.68617 -0.81403
C -0.35823 -0.74825 3.85643
H 1.73119 -1.17103 -1.51371
H 1.66596 -0.15154 1.63657
H 0.65147 -0.34670 3.86796
B 0.71741 2.52305 3.34767
C 0.84219 -1.16733 -0.88240
C 2.08896 -1.11142 1.32723
H -2.69696 -2.50444 2.83426
C -2.81945 -1.53674 2.34845
H -0.97558 -0.10845 4.48296
H 0.32308 0.67115 -3.32929
C -3.47682 2.23171 -1.10280
H -0.90176 -2.64710 0.49905
C 4.38856 -1.99754 -1.07187
C 1.74747 -3.28578 0.10203
C -3.06334 4.55588 -1.91499
H -2.38542 5.38043 -1.70160
H 1.99986 -3.76815 1.05019
H -0.37272 -1.77383 4.22586
H -4.43721 2.24807 -3.03323
H -3.32637 -1.66085 1.39338
C -2.73621 3.35591 -1.06554
H -5.11085 1.07877 -1.89576
H 4.88878 -1.86524 -0.11406
H -1.31815 0.41356 -2.66531
H 1.74593 2.73455 -0.98447
F -0.55606 2.26768 3.83567
H 2.47117 1.59164 0.15303
C 2.51238 -3.44255 -2.84172
H -5.46530 2.79680 -1.71223
Ir -1.12795 1.39964 0.85566
H 3.82175 -1.09874 -1.31122
S -1.36834 3.49505 -0.00565
H 2.30918 -1.67568 2.23611
H 1.62308 -4.06968 -2.90542
H 0.02006 -2.94394 1.96664
C -0.17304 -2.20432 1.18451
H -2.98350 4.32021 -2.97969
H 5.15528 -2.13690 -1.83443
H 3.23073 -3.80327 -3.57723
F 1.05104 3.84632 3.34625
H -4.08377 4.89997 -1.73348
H 2.62816 1.30765 -1.60870
As 3.32141 -3.64817 -1.05970
H 0.05156 -1.68126 -1.43695
As 0.32343 0.70707 -0.80954
S -3.08470 0.87815 -0.08207
H -3.41566 -0.87985 2.97911
H 3.03418 -0.90712 0.82671
F 0.67079 2.08385 1.89537
H 2.24486 -2.41706 -3.09197
C -4.68762 2.07900 -1.98300
*
```